The following is a quantum chemistry calculation of one molecule with the formula C22H19ClN2O3S in a non-equilibrium geometry, from OMol25.

F_max   1.06 eV Å⁻¹
Energy relative to the best compared isomer or geometry (same formula, charge and spin)   22.2 kJ/mol
SMILES   O=C(Nc1ccc2c(c1)CCC2)c1cccc(S(=O)(=O)Nc2ccccc2Cl)c1
Charge   0
HOMO energy   -8.359 eV
HOMO-LUMO gap   8.6 eV

XYZ file:
```
48
C22H19ClN2O3S (the ωB97M-V functional and the def2-TZVPD basis)
O -0.056 2.234 1.363
C 0.192 1.048 1.284
N -0.683 0.081 0.907
C -2.031 0.201 0.540
C -2.669 1.430 0.407
C -4.008 1.486 0.051
C -4.705 0.316 -0.167
C -4.066 -0.916 -0.038
C -2.735 -0.984 0.310
C -5.018 -2.036 -0.334
C -6.395 -1.360 -0.238
C -6.140 0.122 -0.558
C 1.554 0.517 1.622
C 2.292 1.165 2.610
C 3.571 0.742 2.932
C 4.150 -0.305 2.232
C 3.420 -0.925 1.237
S 4.219 -2.079 0.127
O 3.229 -2.904 -0.491
O 5.358 -2.685 0.740
N 4.822 -1.002 -1.031
C 3.899 -0.077 -1.526
C 2.820 -0.523 -2.284
C 1.865 0.370 -2.735
C 1.977 1.721 -2.447
C 3.050 2.184 -1.705
C 3.996 1.287 -1.244
Cl 5.313 1.854 -0.269
C 2.131 -0.542 0.930
H -0.349 -0.872 0.941
H -2.116 2.335 0.590
H -4.496 2.445 -0.048
H -2.239 -1.940 0.411
H -4.837 -2.412 -1.345
H -4.913 -2.872 0.357
H -6.770 -1.450 0.782
H -7.125 -1.810 -0.909
H -6.259 0.316 -1.628
H -6.816 0.787 -0.021
H 1.843 2.006 3.115
H 4.125 1.243 3.711
H 5.153 -0.644 2.434
H 5.671 -0.574 -0.682
H 2.745 -1.579 -2.485
H 1.029 0.010 -3.314
H 1.231 2.417 -2.795
H 3.146 3.231 -1.468
H 1.625 -1.059 0.130
```